Formula: C44H45CaN5OS3Te
Source: the OMol25 dataset
Level of theory: ωB97M-V with the def2-TZVPD basis set

The geometry in XYZ format:
```
100
Properties=species:S:1:pos:R:3:lowdin_charge:R:1
Ca 0.448 -0.387 -0.184 1.250
S -5.521 -4.833 -0.309 1.074
C -6.604 -4.390 -1.549 -0.395
C -6.211 -3.254 -2.189 -0.167
C -5.005 -2.732 -1.665 -0.112
C -4.506 -3.485 -0.635 -0.494
C -3.293 -3.252 0.144 -0.187
C -2.445 -2.166 -0.168 -0.053
N -1.343 -1.878 0.482 0.007
C -0.975 -2.654 1.535 -0.148
C -1.735 -3.772 1.917 -0.125
C -1.312 -4.595 3.014 -0.006
C -0.196 -4.299 3.706 -0.003
C 0.585 -3.143 3.378 -0.122
C 1.720 -2.782 4.120 0.045
C 2.421 -1.633 3.819 -0.174
C 1.946 -0.869 2.729 -0.054
N 0.903 -1.192 2.010 0.002
C 0.207 -2.315 2.308 -0.153
C 3.595 -1.179 4.557 -0.488
C 4.288 -0.007 4.386 -0.109
C 5.377 0.116 5.279 -0.164
C 5.491 -0.958 6.108 -0.394
S 4.282 -2.125 5.814 1.076
C -2.903 -4.055 1.196 0.038
H -7.476 -4.990 -1.737 0.071
H -6.761 -2.807 -2.998 0.108
H -4.546 -1.834 -2.041 0.108
H -2.687 -1.513 -0.999 0.122
H -1.911 -5.454 3.276 0.122
H 0.118 -4.919 4.534 0.123
H 2.016 -3.419 4.945 0.111
H 2.449 0.048 2.441 0.093
H 4.031 0.752 3.664 0.095
H 6.040 0.962 5.308 0.107
H 6.221 -1.125 6.878 0.070
H -3.492 -4.913 1.495 0.108
C 0.973 3.065 -2.240 -0.024
C 0.833 1.834 -1.393 -0.759
O 0.067 0.904 -1.875 -0.280
N 1.431 1.672 -0.248 -0.330
Te 2.938 3.084 0.708 1.650
C 3.799 5.034 1.116 -0.388
C 5.148 5.156 1.426 -0.303
C 6.083 3.984 1.500 -0.058
C 5.669 6.428 1.661 -0.011
C 4.878 7.562 1.612 -0.263
C 5.450 8.924 1.867 -0.046
C 3.525 7.406 1.333 -0.011
C 2.969 6.159 1.084 -0.321
C 1.503 6.077 0.771 -0.081
C 4.345 2.569 -0.777 -0.370
C 4.683 3.437 -1.809 -0.290
C 4.102 4.809 -1.986 -0.054
C 5.643 3.024 -2.736 -0.005
C 6.268 1.793 -2.655 -0.263
C 7.302 1.374 -3.655 -0.043
C 5.916 0.953 -1.601 -0.019
C 4.970 1.325 -0.657 -0.309
C 4.693 0.393 0.487 -0.107
H 0.208 3.063 -3.010 0.083
H 1.956 3.066 -2.713 0.077
H 0.901 3.968 -1.634 0.054
H 5.573 3.060 1.789 0.035
H 6.864 4.176 2.235 0.084
H 6.563 3.797 0.538 0.090
H 6.720 6.522 1.902 0.118
H 6.511 8.869 2.101 0.075
H 4.947 9.414 2.700 0.084
H 5.329 9.564 0.993 0.085
H 2.885 8.278 1.313 0.120
H 1.016 7.024 0.991 0.079
H 0.993 5.300 1.348 0.064
H 1.331 5.853 -0.284 0.063
H 3.110 4.902 -1.545 0.033
H 4.029 5.043 -3.046 0.089
H 4.733 5.562 -1.513 0.096
H 5.900 3.696 -3.546 0.121
H 7.390 2.099 -4.462 0.078
H 7.057 0.407 -4.097 0.074
H 8.283 1.275 -3.185 0.088
H 6.403 -0.009 -1.502 0.121
H 5.195 -0.559 0.328 0.081
H 3.626 0.190 0.589 0.007
H 5.045 0.813 1.434 0.058
C 4.102 -1.705 -3.829 -0.041
N 2.956 -2.574 -3.757 -0.156
C 2.585 -3.443 -4.865 -0.095
C 1.336 -4.175 -4.337 -0.114
N 1.344 -3.797 -2.933 0.027
C 2.250 -2.848 -2.662 -0.790
S 2.488 -2.129 -1.148 0.625
H 4.106 -1.213 -4.803 0.099
H 5.029 -2.272 -3.708 0.103
H 4.032 -0.951 -3.047 0.055
H 3.401 -4.135 -5.097 0.131
H 2.378 -2.846 -5.754 0.128
H 1.422 -5.256 -4.451 0.121
H 0.421 -3.839 -4.831 0.122
H 0.648 -4.054 -2.257 0.135
```

Results
energy relative to the best compared isomer or geometry (same formula, charge and spin)	0.0	kcal per mole
E_LUMO (alpha / beta)	-3.07 / -3.07	eV
molar mass	923.76	Da
energy	-4192.83182	hartree
multiplicity	2
charge	+1
frontier orbital gap (alpha / beta)	5.84 / 6.80	eV

Formula: C4H8S2
Source: the OMol25 dataset
Level of theory: ωB97M-V with the def2-TZVPD basis set

The geometry in XYZ format:
```
14
Properties=species:S:1:pos:R:3:nbo_charge:R:1
C 0.991 -0.295 1.360 -0.640
C -0.304 0.098 0.691 -0.225
C -1.063 -0.790 -0.245 -0.416
C -0.334 0.394 -0.783 -0.313
S -1.213 1.868 -1.405 0.005
S 1.225 0.210 -1.702 -0.017
H 1.298 0.212 2.217 0.225
H 1.780 -0.533 0.603 0.239
H 0.741 -1.298 1.775 0.209
H -0.942 0.851 1.265 0.230
H -0.646 -1.806 -0.479 0.222
H -2.099 -0.801 -0.167 0.231
H -0.522 2.693 -0.596 0.123
H 1.088 -0.802 -2.534 0.127
```

Results
energy relative to the best compared isomer or geometry (same formula, charge and spin)	41.4	kcal per mole
SMILES	C[C@@H]1CC1(S)S
E_LUMO	0.81	eV
molar mass	120.24	Da
energy	-953.52059	hartree
multiplicity	1
frontier orbital gap	9.45	eV

Formula: C3H4N2OS
Source: the OMol25 dataset
Level of theory: ωB97M-V with the def2-TZVPD basis set

The geometry in XYZ format:
```
11
Properties=species:S:1:pos:R:3:nbo_charge:R:1
N 1.836 0.740 -0.831 -0.011
N 2.326 -0.156 -0.353 -0.144
S 2.974 -1.346 0.299 0.151
C -1.500 -1.177 0.107 -0.670
C -0.957 0.163 0.205 -0.147
C -0.417 1.233 0.256 0.287
O 0.044 2.450 0.408 -0.657
H -1.919 -1.342 -0.886 0.229
H -0.720 -1.919 0.288 0.227
H -2.288 -1.311 0.846 0.234
H 0.621 2.663 -0.337 0.501
```

Results
energy relative to the best compared isomer or geometry (same formula, charge and spin)	86.2	kcal per mole
SMILES	N#[N+][S-].CC#CO
E_LUMO	0.46	eV
molar mass	116.14	Da
energy	-699.53471	hartree
multiplicity	1
frontier orbital gap	9.43	eV

Formula: C28H60CrN4Sb
Source: the OMol25 dataset
Level of theory: ωB97M-V with the def2-TZVPD basis set

The geometry in XYZ format:
```
94
Properties=species:S:1:pos:R:3:lowdin_charge:R:1
Cr -0.321 0.861 0.910 0.583
C 1.106 3.954 1.484 -0.142
C 1.912 2.977 0.651 -0.156
N 1.662 1.534 0.962 -0.133
C 2.328 1.061 2.209 -0.150
C 1.362 1.010 3.368 -0.166
N 0.167 0.233 2.954 -0.116
C -0.825 0.076 4.064 -0.157
C -2.268 0.362 3.680 -0.139
C -2.736 -0.348 2.420 -0.150
N -2.345 0.334 1.153 -0.132
C -3.143 1.551 0.833 -0.144
C -2.542 2.818 1.431 -0.139
N -1.062 2.709 1.651 -0.105
C -0.376 3.949 1.173 -0.170
H 1.484 4.953 1.262 0.138
H 1.283 3.815 2.556 0.116
H 2.980 3.165 0.774 0.134
H 1.664 3.106 -0.402 0.122
H 2.071 1.027 0.184 0.054
H 3.196 1.677 2.450 0.144
H 2.695 0.055 2.013 0.099
H 1.028 2.002 3.674 0.113
H 1.848 0.555 4.233 0.145
H 0.500 -0.698 2.719 0.053
H -0.524 0.726 4.885 0.131
H -0.745 -0.945 4.438 0.127
H -2.457 1.436 3.604 0.101
H -2.892 0.029 4.510 0.138
H -3.822 -0.449 2.429 0.136
H -2.317 -1.355 2.378 0.111
H -2.550 -0.325 0.409 0.076
H -4.174 1.417 1.163 0.137
H -3.135 1.631 -0.249 0.113
H -3.017 3.099 2.369 0.128
H -2.713 3.636 0.735 0.131
H -0.907 2.658 2.655 0.110
H -0.862 4.812 1.631 0.139
H -0.540 3.998 0.097 0.111
C -1.196 -1.483 -2.724 -0.114
C -0.922 -2.538 -1.649 -0.656
C -2.195 -2.761 -0.832 -0.107
C -0.572 -3.855 -2.345 -0.085
Sb 0.593 -1.740 -0.237 1.656
C 2.468 -1.490 -1.369 -0.671
C 3.587 -0.886 -0.516 -0.105
C 2.967 -2.836 -1.893 -0.094
C 2.186 -0.538 -2.538 -0.107
C 0.919 -3.347 1.229 -0.689
C 0.857 -4.736 0.590 -0.097
C -0.176 -3.276 2.297 -0.115
C 2.279 -3.165 1.901 -0.108
H -2.107 -1.783 -3.260 0.102
H -0.397 -1.439 -3.462 0.071
H -1.356 -0.481 -2.325 0.041
H -2.968 -3.170 -1.493 0.107
H -2.592 -1.825 -0.437 0.052
H -2.063 -3.470 -0.013 0.068
H -1.331 -4.019 -3.119 0.103
H -0.605 -4.716 -1.685 0.067
H 0.387 -3.846 -2.850 0.064
H 3.762 -1.398 0.426 0.063
H 3.462 0.178 -0.317 0.063
H 4.514 -0.956 -1.097 0.106
H 3.223 -3.532 -1.092 0.074
H 3.883 -2.658 -2.469 0.103
H 2.262 -3.318 -2.561 0.062
H 1.613 0.351 -2.255 0.052
H 1.645 -1.028 -3.345 0.073
H 3.144 -0.200 -2.953 0.104
H -0.162 -5.013 0.327 0.072
H 1.206 -5.468 1.328 0.103
H 1.482 -4.841 -0.296 0.075
H -1.184 -3.279 1.881 0.059
H -0.076 -2.412 2.956 0.044
H -0.095 -4.153 2.948 0.109
H 3.109 -3.347 1.219 0.075
H 2.368 -3.896 2.715 0.104
H 2.408 -2.173 2.349 0.060
C -2.403 2.323 -3.810 -0.035
C -0.992 2.675 -3.321 -0.615
C 0.053 2.145 -4.314 -0.037
C -0.859 4.195 -3.175 -0.042
C -0.762 2.045 -2.002 -0.098
C -0.560 1.542 -0.912 -0.138
H -2.571 2.772 -4.791 0.098
H -3.163 2.710 -3.127 0.087
H -2.534 1.242 -3.900 0.081
H -0.104 2.602 -5.292 0.098
H -0.024 1.061 -4.428 0.078
H 1.066 2.386 -3.982 0.088
H -1.048 4.675 -4.136 0.097
H 0.145 4.473 -2.848 0.086
H -1.583 4.584 -2.455 0.084
```

Results
energy relative to the best compared isomer or geometry (same formula, charge and spin)	0.0	kcal per mole
E_LUMO (alpha / beta)	-5.62 / -5.11	eV
molar mass	626.57	Da
energy	-2606.11036	hartree
multiplicity	4
charge	+2
frontier orbital gap (alpha / beta)	8.38 / 8.88	eV